DFT (ωB97M-V with the def2-TZVPD basis set) results for the molecule C29H34N6O2 in a non-equilibrium geometry.

Geometry (Å):
O (-4.870229, -2.193232, -0.547235)
O (5.262846, 1.554170, 4.876076)
N (0.349481, -1.105232, -3.298087)
N (1.835857, -0.346798, -0.042381)
N (1.352526, -0.690605, -4.050952)
N (-3.862117, -1.378667, 1.283532)
N (3.052268, 0.206500, -0.027020)
N (-0.674141, -1.595851, -1.311823)
C (-5.405267, 0.932195, -1.365698)
C (3.506026, 0.232546, -4.534979)
C (-3.080140, 1.480869, -2.056842)
C (-2.190981, 1.633481, 0.529554)
C (4.949686, 0.287747, 1.509212)
C (-2.468107, -3.246452, -1.523751)
C (2.451519, -0.193080, -3.563697)
C (1.542007, -0.539894, -1.326720)
C (-4.903547, -0.418473, 1.565972)
C (-0.834296, -1.495603, 0.117160)
C (3.569028, 0.403385, -1.263968)
C (-2.737427, -3.142093, -0.017436)
C (4.651133, 1.240836, 3.705122)
C (3.613117, 0.544405, 1.215465)
C (-4.413946, 1.038738, 1.480848)
C (-3.525058, 1.314609, 0.295489)
C (-1.878767, -1.936336, -2.036686)
C (-1.306285, 1.871001, -0.507731)
C (-3.984034, 1.254633, -1.023519)
C (4.504421, 2.161683, 5.894675)
C (-1.752318, 1.779106, -1.812860)
C (4.869374, 1.071680, -1.520994)
C (-3.909686, -2.182307, 0.199243)
C (2.797595, 1.117786, 2.181778)
C (5.460790, 0.638695, 2.738845)
C (-1.418983, -2.794862, 0.673482)
C (0.383679, -1.078941, -1.976335)
C (2.607769, -0.075171, -2.153868)
C (3.307702, 1.466536, 3.418080)
H (5.581354, -0.204942, 0.787587)
H (3.629310, 1.315448, -4.516527)
H (-1.836866, 1.697810, 1.550696)
H (-3.091566, -4.115283, 0.347034)
H (-1.612453, -2.009351, -3.090951)
H (-5.691427, -0.607709, 0.836925)
H (-3.428943, 1.418337, -3.077545)
H (-5.642966, 1.290446, -2.364622)
H (2.650823, 1.915176, 4.145876)
H (-3.402574, -3.444957, -2.047831)
H (5.196126, 2.321845, 6.719934)
H (-1.073345, 1.936515, -2.637079)
H (-1.528995, -2.722230, 1.757940)
H (3.202821, -0.067555, -5.533716)
H (-5.551183, -0.148583, -1.354769)
H (-3.046567, -1.362290, 1.871709)
H (-3.859047, 1.277573, 2.391810)
H (6.493579, 0.449292, 2.983543)
H (-5.304944, -0.601638, 2.569386)
H (4.802221, 1.661877, -2.431558)
H (-2.617713, -1.133510, -1.912404)
H (-1.773479, -4.065231, -1.716350)
H (-0.714919, -3.606940, 0.477056)
H (5.136769, 1.726777, -0.693549)
H (-5.294093, 1.685384, 1.453066)
H (5.667537, 0.340008, -1.656764)
H (1.756544, 1.284716, 1.952960)
H (0.136830, -1.290549, 0.568398)
H (-1.507348, -0.658173, 0.343083)
H (4.097636, 3.125393, 5.572118)
H (-0.274223, 2.108316, -0.295677)
H (4.461722, -0.228701, -4.290819)
H (3.687727, 1.513829, 6.228399)
H (-6.099841, 1.381896, -0.659314)

Cartesian forces (eV/Å) of the 3 atoms listed first:
O -0.239 -0.055 -0.306
O 0.135 -0.161 -0.296
N -0.952 -0.346 1.017

Calculated values
Spin multiplicity ... 1
Charge ... 0
SMILES ... COc1ccc(-n2nc3c(N4CCC(C(=O)NCCc5ccccc5C)CC4)nnc(C)c3c2C)cc1
Molecular weight ... 498.6 g/mol
ΔE to the lowest compared entry with this formula, charge and spin ... 2.7 kcal/mol
HOMO level ... -7.315 eV
Kohn-Sham gap ... 7.8 eV
Maximum force ... 1.53 eV/A

DFT (ωB97M-V with the def2-TZVPD basis set) results for a structure of composition C29H34O6PRu.

Geometry (Å):
Ru (-0.344696, -0.273042, 0.526285)
P (-0.379746, -0.235019, 2.985801)
O (0.432155, -2.191236, -0.611022)
O (0.819105, 1.897181, 0.608278)
O (2.012383, -0.457148, 0.361626)
O (-2.243632, -1.487909, -0.092352)
O (-1.666878, 1.366430, -0.305585)
O (0.219085, 0.274308, -1.830753)
C (-2.425597, 1.502059, 3.681122)
C (-2.766659, -2.864044, 5.019348)
C (-1.064679, 1.385145, 3.400464)
C (3.429152, -1.214661, 5.340143)
C (2.214324, 1.876600, 0.283683)
C (-1.565469, -1.479396, 3.463503)
C (2.789378, 0.630649, 0.883956)
C (-0.750391, 1.047106, -2.554108)
C (-1.772440, -1.933588, 4.757434)
C (0.125972, 2.985229, -0.005922)
C (-1.992802, 1.154517, -1.696675)
C (-0.831366, 3.779884, 3.573884)
C (0.348105, -2.099876, -2.043330)
C (-2.984345, 2.754908, 3.904788)
C (-3.573295, -3.337619, 3.973338)
C (0.885969, -0.782316, -2.534228)
C (1.586534, 0.289076, 4.955350)
C (2.961241, -2.054263, 4.334618)
C (1.627963, -2.747158, -0.051626)
C (-2.362457, -1.974545, 2.406739)
C (-0.271904, 2.535374, 3.334601)
C (1.128199, -0.535310, 3.930561)
C (2.739109, -0.054770, 5.654170)
C (-3.399708, -2.905443, 2.680733)
C (-2.189289, 3.890378, 3.855660)
C (1.816308, -1.714476, 3.635404)
C (-2.025453, -1.632483, 1.096158)
C (-1.348812, 2.707876, 0.120343)
C (2.700965, -1.687224, 0.137871)
H (-1.660432, 2.763284, 1.161720)
H (-0.712704, -2.194043, -2.272927)
H (1.952420, -0.675856, -2.343866)
H (0.727209, -0.696198, -3.610178)
H (3.317920, -1.943265, 1.002235)
H (4.322012, -1.479140, 5.891097)
H (3.838013, 0.526069, 0.600129)
H (-2.644843, 1.956574, -2.045239)
H (0.451139, 3.070620, -1.045046)
H (2.712934, 2.764648, 0.680529)
H (1.430575, -2.390152, 2.879757)
H (1.044901, 1.180646, 5.235596)
H (3.088446, 0.582103, 6.455951)
H (1.322285, -3.163272, 0.905425)
H (2.317850, 1.861655, -0.805024)
H (-1.021393, 0.566726, -3.496444)
H (3.481752, -2.976673, 4.112037)
H (-0.208989, 4.665170, 3.546843)
H (-2.623420, 4.863203, 4.046257)
H (0.877498, -2.938356, -2.500408)
H (0.358261, 3.922231, 0.507988)
H (-1.155267, -1.556849, 5.565164)
H (-2.550466, 0.222782, -1.708800)
H (-0.313777, 2.017623, -2.788591)
H (-4.019467, -3.277789, 1.876815)
H (1.987670, -3.567151, -0.673555)
H (0.781192, 2.462016, 3.095485)
H (3.350390, -1.574055, -0.733146)
H (-4.038947, 2.838840, 4.130959)
H (-2.927774, -3.218666, 6.027479)
H (-1.932381, 3.425710, -0.457012)
H (-3.051467, 0.619585, 3.737591)
H (-4.354285, -4.056276, 4.185381)
H (2.718217, 0.621858, 1.974133)

Cartesian forces (eV/Å) of the 3 atoms listed first:
Ru 0.597 0.174 -0.458
P -0.100 -0.071 0.276
O 0.050 -0.100 -0.021

Calculated values
Spin multiplicity ... 6
Charge ... +2
Molecular weight ... 610.6 g/mol
HOMO level (spin up / spin down) ... -11.828 / -14.466 eV
Kohn-Sham gap (spin up / spin down) ... 6.3 / 7.2 eV
Maximum force ... 0.78 eV/A

DFT (ωB97M-V with the def2-TZVPD basis set) results for a structure of composition C29H35AsNO11S3Ti.

Geometry (Å):
As (-0.602776, -2.556103, -1.574338)
Ti (-0.032306, 0.016986, 0.376921)
S (0.784259, 0.778795, 3.425043)
S (2.386804, -2.767507, 0.573115)
S (-0.121735, 0.827354, -2.631960)
O (0.454529, -0.309187, 2.401208)
O (0.693719, -3.500233, -1.349764)
O (1.714406, -1.413050, 0.519104)
O (-1.415864, 3.343634, -0.777652)
O (-0.575824, 1.685261, 1.084960)
O (0.306960, 2.037703, -3.279298)
O (-1.047285, -1.483580, -0.312666)
O (-2.074360, -3.485758, -1.723672)
O (-1.522842, 0.779872, -2.255648)
O (0.731680, 0.504188, -1.425894)
O (-2.695527, 1.659423, 0.062434)
N (-2.629339, 3.316987, -3.070610)
C (0.545689, -0.282385, -5.007939)
C (3.511122, -2.678388, 2.007039)
C (-0.356224, -5.879630, 2.427608)
C (-3.975516, 5.033628, -2.154633)
C (1.594820, -5.285382, 1.157285)
C (-0.344598, -1.803020, -3.344908)
C (-3.397012, 2.706961, -1.920700)
C (2.723250, 4.211926, 2.759084)
C (-0.340085, -2.807708, -4.305776)
C (-2.357371, 2.584553, -0.797439)
C (2.361456, 1.823558, 1.374395)
C (3.161769, -0.672500, 3.538370)
C (-4.517286, 3.706399, -1.622320)
C (3.123334, 2.842668, 0.821854)
C (1.269782, -3.947780, 1.320520)
C (-0.680328, -4.538121, 2.565273)
C (-1.730639, 1.042509, 0.978123)
C (0.781377, -6.253036, 1.724290)
C (2.096189, -0.004432, 4.402888)
C (0.094967, -0.537309, -3.724372)
C (0.136505, -3.560516, 2.014115)
C (-3.278616, 4.620066, -3.441014)
C (0.092034, -2.557852, -5.602785)
C (-2.532114, 0.681260, 2.200826)
C (2.896922, -2.161546, 3.305096)
C (3.311276, 4.029470, 1.515025)
C (1.945159, 3.206309, 3.311609)
C (1.784349, 2.015502, 2.618616)
C (0.555473, -1.301524, -5.951362)
H (-2.537706, 2.670014, -3.849866)
H (0.079992, -3.357915, -6.330641)
H (-4.753403, 3.729029, -0.559969)
H (-5.421106, 3.419119, -2.160508)
H (-1.680452, 3.476051, -2.683370)
H (0.872575, 0.716959, -5.262000)
H (1.024114, -7.299758, 1.599420)
H (-2.698833, 1.569096, 2.817142)
H (3.908012, 4.819634, 1.079526)
H (-3.728441, 1.713835, -2.202574)
H (-0.660641, -3.808211, -4.042863)
H (-1.574756, -4.248908, 3.101979)
H (-0.117834, -2.512700, 2.101373)
H (-2.790587, -3.047267, -1.249537)
H (-2.517167, 5.307566, -3.798256)
H (-3.494959, 0.273721, 1.902022)
H (3.563506, 2.702718, -0.156242)
H (-3.991409, 4.421249, -4.239765)
H (2.855321, 5.142091, 3.294788)
H (-2.015545, -0.071207, 2.793109)
H (2.455013, -5.570160, 0.562396)
H (-3.255458, 5.468211, -1.460148)
H (3.858641, -3.709551, 2.099151)
H (-4.755527, 5.768730, -2.339625)
H (3.295136, -2.738367, 4.142081)
H (1.589669, -0.708527, 5.065774)
H (4.365008, -2.079651, 1.682081)
H (2.486001, 0.810467, 5.016613)
H (1.456289, 3.357775, 4.267492)
H (0.914361, -1.105604, -6.952540)
H (4.135257, -0.533809, 4.011904)
H (2.254506, 0.901379, 0.809182)
H (1.822833, -2.348435, 3.294699)
H (3.224631, -0.158313, 2.579269)
H (-0.997256, -6.637758, 2.857853)

Cartesian forces (eV/Å) of the 3 atoms listed first:
As -0.092 0.207 0.121
Ti 0.253 -0.527 0.529
S 0.151 0.097 0.193

Calculated values
Spin multiplicity ... 1
Charge ... +1
Molecular weight ... 792.6 g/mol
ΔE to the lowest compared entry with this formula, charge and spin ... 36.8 kcal/mol
HOMO level ... -10.608 eV
Kohn-Sham gap ... 8.5 eV
Maximum force ... 0.79 eV/A